{
  "formula": "C48H124N16O8P4",
  "method": "wB97M-V/def2-TZVPD",
  "species": ["P", "P", "P", "P", "O", "O", "O", "O", "O", "O", "O", "O", "N", "N", "N", "N", "N", "N", "N", "N", "N", "N", "N", "N", "N", "N", "N", "N", "C", "C", "C", "C", "C", "C", "C", "C", "C", "C", "C", "C", "C", "C", "C", "C", "C", "C", "C", "C", "C", "C", "C", "C", "C", "C", "C", "C", "C", "C", "C", "C", "C", "C", "C", "C", "C", "C", "C", "C", "C", "C", "C", "C", "C", "C", "C", "C", "H", "H", "H", "H", "H", "H", "H", "H", "H", "H", "H", "H", "H", "H", "H", "H", "H", "H", "H", "H", "H", "H", "H", "H", "H", "H", "H", "H", "H", "H", "H", "H", "H", "H", "H", "H", "H", "H", "H", "H", "H", "H", "H", "H", "H", "H", "H", "H", "H", "H", "H", "H", "H", "H", "H", "H", "H", "H", "H", "H", "H", "H", "H", "H", "H", "H", "H", "H", "H", "H", "H", "H", "H", "H", "H", "H", "H", "H", "H", "H", "H", "H", "H", "H", "H", "H", "H", "H", "H", "H", "H", "H", "H", "H", "H", "H", "H", "H", "H", "H", "H", "H", "H", "H", "H", "H", "H", "H", "H", "H", "H", "H", "H", "H", "H", "H", "H", "H", "H", "H", "H", "H", "H", "H"],
  "xyz": [[15.5395, 16.8153, 2.8157], [23.8180, 24.6033, 2.1046], [11.3323, 22.3112, 4.6856], [22.5056, 16.4786, 3.2699], [16.5866, 19.9728, 7.5926], [14.4073, 17.1486, 1.9434], [26.6664, 20.0148, 8.3020], [21.1322, 15.9114, 3.0051], [10.0384, 21.6440, 4.9743], [11.4411, 20.4729, 11.3550], [17.6538, 23.0410, 2.6992], [23.6871, 26.0549, 2.2482], [25.2756, 23.9171, 2.7231], [15.1432, 16.7839, 4.5070], [12.2755, 19.3329, 11.4024], [22.6722, 23.6557, 2.8390], [23.0448, 16.4046, 4.7921], [18.5139, 20.6196, 6.6811], [16.2079, 23.8238, 1.0190], [16.9992, 17.8965, 2.6929], [23.6126, 15.7561, 2.1816], [11.1464, 23.9700, 4.2245], [16.1042, 15.2662, 2.5414], [12.2424, 21.9481, 3.2544], [22.6332, 18.1987, 2.9234], [25.6699, 20.8478, 8.9059], [23.8990, 24.0349, 0.4951], [12.5656, 22.1297, 5.8986], [21.3467, 24.1222, 2.4399], [27.3799, 22.6281, 9.2072], [23.5193, 22.7738, 9.0435], [24.6864, 24.7639, -0.4635], [15.2828, 14.0129, 2.7350], [23.3000, 15.5632, 0.7561], [19.1505, 20.9544, 5.4123], [16.9789, 23.9642, 2.1469], [21.5192, 19.1119, 3.4106], [25.9415, 22.2359, 8.5834], [19.2904, 20.8451, 7.8866], [16.1557, 22.5359, 0.3279], [10.5946, 24.2801, 2.8830], [12.6853, 16.8303, 10.9175], [24.6917, 14.8958, 2.7333], [18.2679, 17.4605, 3.3188], [23.7955, 20.1379, 7.3920], [25.0087, 23.1725, 9.3016], [13.7849, 19.6180, 11.2990], [22.2000, 15.6996, 5.7806], [10.4787, 17.5763, 11.4470], [24.2917, 18.9446, 9.6075], [12.1025, 22.3434, 7.2620], [13.4613, 22.5230, 2.8326], [10.6253, 24.9681, 5.1297], [13.9961, 20.3589, 9.9232], [26.1979, 24.6816, 3.6312], [16.7419, 19.2401, 2.2047], [23.7202, 18.8795, 2.2632], [11.3291, 18.1130, 9.1801], [23.3826, 21.3090, 9.5308], [16.0592, 16.1757, 5.5499], [16.8387, 15.1901, 1.3141], [11.8859, 20.7919, 2.3918], [24.3250, 20.3475, 8.8312], [22.7102, 23.4062, 4.2601], [17.2694, 20.1599, 6.6433], [23.4083, 22.7724, 0.0620], [13.4515, 20.9339, 5.7616], [14.1736, 17.7650, 4.9803], [25.9264, 22.5025, 7.1143], [15.1982, 24.7728, 0.6711], [11.7790, 18.1354, 10.6796], [14.1464, 20.4538, 12.4687], [14.1981, 17.1143, 10.5392], [25.6067, 22.4972, 2.6593], [24.1505, 17.1762, 5.3461], [14.7649, 18.3927, 11.3365], [22.5627, 14.6744, 5.8550], [19.0232, 17.2962, 2.5502], [13.8323, 18.3165, 4.1042], [15.0801, 21.0126, 12.4063], [23.3268, 16.4658, 0.1456], [24.6043, 19.9287, 6.6918], [20.2291, 20.8358, 5.5156], [10.0502, 16.6176, 11.1549], [14.0320, 20.7688, 6.6692], [18.6790, 20.7087, 8.7786], [24.1663, 17.1529, 6.4357], [24.1105, 25.6692, -0.6557], [11.9038, 20.8864, 1.3060], [23.1171, 20.8765, 6.9651], [16.8690, 24.9321, 2.6600], [10.7654, 17.5293, 12.4976], [25.2249, 23.2281, 10.3685], [27.5468, 22.4357, 10.2670], [10.8553, 20.5355, 2.6372], [24.4123, 18.8392, 10.6857], [27.1463, 19.5505, 8.9917], [23.3887, 19.4558, 1.3995], [19.5422, 21.9054, 7.8664], [11.0368, 19.1012, 8.8249], [25.1026, 16.7304, 5.0582], [24.5781, 24.4105, -1.4889], [12.9280, 20.0047, 5.5365], [15.6262, 13.2190, 3.3982], [15.0691, 20.4356, 9.7474], [25.8653, 23.5538, 6.8332], [18.8832, 21.9856, 5.1815], [24.9161, 22.1903, 6.8502], [14.4720, 24.3115, 0.0019], [23.2034, 23.1256, -0.9486], [21.3070, 24.1619, 1.3513], [20.1455, 20.1698, 7.8578], [13.5815, 23.4474, 3.3976], [17.3254, 19.6949, 1.4043], [15.1823, 13.6232, 1.7220], [27.4581, 23.7136, 9.1471], [26.7290, 21.9329, 6.6456], [10.0221, 25.2075, 2.8724], [25.2089, 24.2029, 9.0079], [15.5470, 16.0129, 6.4982], [14.9600, 18.0855, 12.3639], [11.2187, 25.0074, 6.0432], [12.6174, 16.4659, 11.9425], [13.7227, 19.6333, 9.1571], [14.8506, 16.3477, 10.9571], [21.9901, 22.6597, 4.5952], [10.0191, 23.4173, 2.5476], [22.6221, 24.3969, 4.7061], [23.0329, 22.8207, 8.0692], [24.4769, 18.2002, 1.8706], [25.1254, 14.1870, 2.0278], [14.2992, 14.3106, 3.0984], [14.5750, 18.3594, 5.8010], [18.6951, 18.1840, 4.0131], [25.8455, 24.5738, 4.6570], [14.6786, 25.0927, 1.5743], [24.9903, 18.2774, 9.1026], [11.0432, 22.6003, 7.2657], [10.4104, 17.5267, 9.1648], [28.2779, 22.3052, 8.6805], [25.7084, 24.8583, -0.0967], [14.2296, 21.1971, 5.0451], [24.2199, 19.5923, 2.9192], [26.5708, 22.3040, 2.1889], [25.5737, 15.3579, 3.1766], [23.2442, 18.7162, 9.4106], [16.4441, 19.8747, 3.0394], [16.1097, 22.5885, -0.7599], [15.1740, 22.1025, 0.5193], [22.3962, 20.9258, 9.2696], [12.1444, 17.6569, 8.6185], [16.8457, 16.9298, 5.5792], [24.2656, 14.2667, 3.5148], [21.1991, 25.0913, 2.9167], [12.4992, 19.9184, 2.6131], [21.3255, 18.8787, 4.4576], [22.9384, 23.4018, 9.7189], [13.3466, 17.1085, 5.2508], [17.1044, 20.0731, 5.5582], [18.9142, 20.1970, 4.6648], [23.5754, 21.2955, 10.6035], [10.7585, 25.9490, 4.6733], [22.2980, 15.2355, 0.4792], [14.5423, 19.9481, 13.3494], [12.3411, 23.3810, 7.4954], [13.4218, 22.8871, 1.8059], [10.9930, 20.3784, 12.1986], [11.4413, 24.3493, 2.2000], [21.1260, 15.6827, 5.5953], [13.5102, 21.3080, 12.7006], [20.5552, 23.4362, 2.7416], [9.5494, 24.9766, 5.3039], [26.2920, 25.6980, 3.2488], [12.4196, 15.9754, 10.2956], [13.5335, 21.3381, 9.7994], [23.7036, 22.9675, 4.3534], [27.2101, 24.2831, 3.5621], [20.5759, 19.0021, 2.8758], [15.6828, 18.6770, 10.8219], [25.8047, 22.1045, 3.6566], [17.5374, 14.3534, 1.3127], [23.3213, 19.1569, 7.3600], [24.1787, 22.0014, 0.0556], [16.9994, 21.9186, 0.6364], [21.8130, 20.1576, 3.3192], [16.4130, 15.1820, 5.2752], [24.0373, 14.9440, 0.2450], [12.2892, 21.5809, 8.0182], [15.7196, 25.5761, 0.1505], [14.3572, 21.9175, 2.9693], [24.8538, 21.8629, 2.1912], [14.2790, 17.3343, 9.4747], [17.4376, 16.0830, 1.1346], [18.1092, 16.5682, 3.9245], [16.1896, 15.0996, 0.4431], [22.4711, 15.8778, 6.8211], [24.0129, 18.2213, 5.0688], [15.7315, 19.1520, 1.8054], [22.4373, 22.4354, 0.4250], [9.7067, 18.3374, 11.5595]],
  "lumo_ha": 0.013,
  "homo_energy_ev": -7.83,
  "orbital_gap_ha": 0.30123,
  "smiles": "CN(C)P(=O)(N(C)C)N(C)C.CN(C)P(=O)(N(C)C)N(C)C.CN(C)P(=O)(N(C)C)N(C)C.CN(C)P(=O)(N(C)C)N(C)C.CC1(C)CCCC(C)(C)N1O.CC1(C)CCCC(C)(C)N1O.CN(C)C=O.CN(C)C=O",
  "energy_ev": -129159.1918,
  "spin_multiplicity": 1
}